{
  "formula": "C7H14",
  "method": "ωB97M-V/def2-TZVPD",
  "symbols": ["C", "C", "C", "C", "C", "C", "C", "H", "H", "H", "H", "H", "H", "H", "H", "H", "H", "H", "H", "H", "H"],
  "positions_angstrom": [[0.38288, 3.80298, 0.79156], [0.72997, 2.41429, 0.99677], [0.46811, 1.40223, 0.09941], [0.47782, -0.10847, 0.24150], [-0.12470, -0.92420, -0.97735], [-0.04197, -2.44108, -0.82367], [-1.24461, -3.12465, -0.20480], [1.25793, 4.32649, 0.38723], [0.01810, 4.32467, 1.71949], [-0.43867, 3.98352, 0.04293], [1.23586, 2.17809, 2.01393], [-0.30870, 1.91065, -0.53843], [-0.02135, -0.52379, 1.17720], [1.55279, -0.47401, 0.14640], [-1.14484, -0.52278, -1.19108], [0.58116, -0.59116, -1.84405], [1.02900, -2.60225, -0.28964], [0.15550, -2.98783, -1.75244], [-1.61998, -2.47078, 0.56984], [-2.09495, -3.54651, -0.79903], [-0.84932, -4.02542, 0.23422]],
  "atomic_forces_ev_per_a": [[-1.3, 2.3, -0.4], [1.2, -4.2, 1.2], [-2.4, 2.6, 1.7], [1.0, -1.7, -0.5], [1.0, 2.1, -1.4], [2.3, -0.2, -0.3], [0.1, -0.6, 0.7], [-0.1, 0.3, 0.3], [0.6, -0.5, -0.7], [0.7, -0.5, 0.5], [-0.5, 0.3, -1.8], [0.9, -1.3, -0.6], [0.9, 0.9, -0.8], [-1.1, 0.5, 1.0], [0.6, -0.6, 0.0], [-1.5, -0.6, 1.1], [-2.6, -0.1, -0.4], [0.0, 0.6, -0.3], [-0.5, -0.1, 0.4], [0.8, 1.1, -0.3], [0.0, -0.4, 0.7]],
  "charge": 0,
  "homo_lumo_gap_ev": 10.2,
  "smiles": "C/C=C/CCCC",
  "relative_energy_kj_mol": 230.3,
  "total_energy_ev": -7483.908,
  "homo_ev": -8.98
}